Entry 1:
Entry from the OMol25 dataset: a structure of composition C3HINO3 at a distorted geometry (wB97M-V/def2-TZVPD).

Structure (XYZ):
```
9
Properties=species:S:1:pos:R:3:nbo_charge:R:1
C -0.0442 -0.8547 -0.4130 0.500
C -1.2803 -0.8847 -0.9563 -0.248
C 0.7701 1.5577 0.1275 0.993
N 0.9568 -0.2937 0.1154 -0.756
O -0.5723 -2.0846 -0.4325 -0.536
O 1.7274 2.0998 0.5328 -0.653
O -0.3536 1.6617 -0.1553 -0.628
I -2.7343 -0.2684 0.4458 -0.049
H 1.5304 -0.9331 0.7356 0.378
```

energy above the lowest of the compared OMol25 structures with the same formula, charge and spin = 63.3 kcal/mol
net charge = -1
highest occupied orbital energy = -3.572 eV
gap between HOMO and LUMO = 6.76 eV


Entry 2:
Entry from the OMol25 dataset: a cluster of 8 separate species, C82H54F16O13S in total at a distorted geometry (wB97M-V/def2-TZVPD).

Structure (XYZ):
```
166
Properties=species:S:1:pos:R:3:mulliken_charge:R:1
C 0.7523 0.4385 1.6688 -0.929
C 2.0215 -0.0360 0.9758 1.138
C 1.6486 -0.8718 -0.2771 0.065
F 2.6176 -0.7970 -1.2251 -0.132
F 1.3735 -2.1722 -0.0265 -0.030
F 2.6837 1.0994 0.5935 -0.168
F 2.8971 -0.7357 1.7400 -0.294
O 0.0405 1.1732 0.6905 0.013
C -1.0642 1.8851 1.0827 0.574
C -1.6313 2.3998 -0.2236 0.315
F -1.9173 1.4563 -1.1396 0.056
F -2.7160 3.1936 -0.1313 -0.294
F -1.8817 1.0828 1.7791 -0.214
F -0.6598 2.9069 1.8438 -0.329
H 0.9725 1.0920 2.5157 0.357
H 0.2085 -0.4353 2.0433 0.124
H 0.7535 -0.4550 -0.7488 -0.056
H -0.8220 3.0339 -0.6001 -0.030
C -4.8079 1.5389 4.8565 -0.619
C -6.0181 0.6673 5.1793 0.881
C -5.5419 -0.6915 5.7445 0.002
F -6.6168 -1.5025 5.8610 -0.271
F -4.6786 -1.2479 4.8833 -0.150
F -6.8725 1.2638 6.0393 -0.323
F -6.7522 0.4148 4.0614 -0.303
O -5.2281 2.7341 4.2277 -0.435
C -4.1859 3.4399 3.6024 0.822
C -4.8340 4.7586 3.1593 0.268
F -5.1737 5.5462 4.1908 -0.282
F -4.0750 5.4083 2.2628 -0.248
F -3.1800 3.6114 4.4754 -0.319
F -3.8066 2.7292 2.5303 0.028
H -4.1265 0.9745 4.2187 0.234
H -4.3176 1.7933 5.8006 0.279
H -5.1276 -0.6119 6.7506 0.292
H -5.7685 4.4752 2.6672 0.188
C -4.7782 -2.2050 1.5425 -1.142
S -3.0111 -2.3043 1.9325 0.939
O -2.7913 -3.7469 2.2640 -0.751
C -2.4141 -1.9147 0.2626 0.408
H -5.3617 -2.3921 2.4371 0.471
H -4.9060 -2.9608 0.7636 0.380
H -5.0755 -1.2692 1.0637 0.212
H -2.3165 -0.8357 0.1348 0.056
H -3.0732 -2.3272 -0.4985 0.237
H -1.4082 -2.3160 0.1333 -0.859
C 4.1861 -2.1233 5.4002 -0.779
C 4.9851 -3.2144 5.7380 -0.492
C 4.6029 -4.4692 5.3414 -0.636
C 3.4828 -4.6356 4.5276 0.674
C 2.7659 -3.5388 4.0668 0.589
C 3.2048 -2.2513 4.4306 -0.793
C 1.5924 -3.6617 3.1754 -0.254
O 1.0299 -2.6963 2.7113 -0.400
C 1.1840 -5.0411 2.7692 0.434
C 0.0526 -5.2144 1.9885 0.076
C -0.3877 -6.4712 1.5934 -0.871
C 0.3261 -7.5688 2.0249 -0.489
C 1.4591 -7.4454 2.8334 -0.819
C 1.8471 -6.1939 3.2599 0.234
C 3.0284 -6.0148 4.1527 0.378
O 3.6159 -6.9937 4.5625 -0.698
H 4.4139 -1.1417 5.7961 0.415
H 5.8813 -2.9838 6.2996 0.386
H 5.1147 -5.3899 5.5949 0.499
H 2.5309 -1.4337 4.2122 0.474
H -0.4164 -4.3347 1.5632 0.434
H -1.2666 -6.6576 0.9934 0.552
H 0.0185 -8.5508 1.6837 0.467
H 2.0501 -8.3329 3.0088 0.461
C 3.1925 6.6241 -1.9838 -0.459
C 4.2236 7.5086 -1.6755 -0.665
C 4.8210 7.4328 -0.4272 -0.412
C 4.3081 6.5869 0.5481 0.272
C 3.2547 5.7198 0.2436 0.356
C 2.6382 5.8221 -1.0144 -0.463
C 2.7826 4.7454 1.2670 0.020
O 1.9681 3.9038 0.9549 -0.232
C 3.2997 4.8898 2.6492 -0.005
C 2.8510 4.0336 3.6581 -0.154
C 3.3800 4.0886 4.9266 -0.593
C 4.3486 5.0478 5.2700 -0.562
C 4.8658 5.8290 4.2610 -0.657
C 4.3650 5.7377 2.9635 0.378
C 5.0013 6.5841 1.8906 0.366
O 5.9690 7.2535 2.1384 -0.659
H 2.7408 6.6122 -2.9686 0.431
H 4.6258 8.1638 -2.4355 0.384
H 5.7115 8.0381 -0.3193 0.439
H 1.8567 5.1131 -1.2528 0.482
H 2.0753 3.3131 3.4303 0.400
H 3.0405 3.3554 5.6470 0.446
H 4.7007 5.0790 6.2910 0.389
H 5.7161 6.4795 4.4167 0.475
C 2.3340 -7.1407 -2.0723 -0.812
C 1.0324 -7.5031 -1.7152 -0.610
C 0.0453 -6.5439 -1.8102 -0.355
C 0.3311 -5.2190 -2.1077 0.757
C 1.6387 -4.8420 -2.4569 0.480
C 2.6180 -5.8444 -2.4991 -0.918
C 1.9494 -3.5002 -3.0074 0.803
O 3.0223 -3.2617 -3.5171 -0.779
C 0.8419 -2.5141 -3.1332 -0.100
C 1.1106 -1.2322 -3.6547 -0.656
C 0.0451 -0.3986 -3.9376 -0.980
C -1.2565 -0.7881 -3.5981 -0.358
C -1.5167 -1.9843 -2.9475 -1.073
C -0.4326 -2.8503 -2.7560 0.908
C -0.7557 -4.2039 -2.1536 0.390
O -1.8279 -4.4343 -1.6418 -0.763
H 3.1073 -7.8970 -2.0895 0.429
H 0.7311 -8.4410 -1.2692 0.415
H -0.9675 -6.6818 -1.4488 0.500
H 3.5108 -5.6524 -3.0795 0.465
H 2.1289 -0.9869 -3.9202 0.746
H 0.1747 0.5898 -4.3580 0.447
H -2.0712 -0.0868 -3.7356 0.419
H -2.5453 -2.1696 -2.6823 0.678
C 8.0311 -3.2203 -6.6596 -0.467
C 7.4246 -2.5558 -7.7276 -0.535
C 6.6125 -1.4447 -7.4722 -0.555
C 6.4650 -1.0073 -6.1716 0.299
C 7.0681 -1.6651 -5.1073 0.415
C 7.8941 -2.7661 -5.3607 -0.711
C 7.0540 -1.1179 -3.7223 0.203
O 7.8166 -1.5162 -2.8726 -0.623
C 5.9957 -0.1033 -3.4582 0.529
C 5.8172 0.2911 -2.1182 -1.219
C 4.9378 1.3481 -1.9024 -0.071
C 4.2626 2.0130 -2.9209 -0.809
C 4.3779 1.5151 -4.1969 -0.459
C 5.2948 0.5213 -4.4951 0.449
C 5.5979 0.2018 -5.9390 0.511
O 5.2197 0.9256 -6.8260 -0.638
H 8.4880 -4.1841 -6.8491 0.365
H 7.5346 -2.9237 -8.7378 0.396
H 6.1008 -0.9864 -8.3062 0.464
H 8.3237 -3.2994 -4.5256 0.447
H 6.3283 -0.1560 -1.2819 0.513
H 4.8560 1.7650 -0.9033 0.423
H 3.5738 2.8084 -2.6721 0.595
H 3.6732 1.9647 -4.8888 0.445
C -10.5261 4.9326 -1.8605 -0.531
C -9.5819 5.5337 -1.0445 -0.455
C -8.2824 5.0332 -0.9567 -0.615
C -8.0087 3.8550 -1.6071 0.252
C -8.9052 3.2918 -2.5214 0.307
C -10.1882 3.8354 -2.6495 -0.653
C -8.6591 1.9785 -3.1661 0.358
O -9.3677 1.4917 -4.0140 -0.624
C -7.5177 1.2163 -2.5772 0.554
C -7.5012 -0.1730 -2.6870 -0.908
C -6.4594 -0.9314 -2.2202 -0.889
C -5.3059 -0.2941 -1.7254 -0.426
C -5.3661 1.0787 -1.4834 -0.691
C -6.4696 1.8268 -1.8752 0.146
C -6.6322 3.2694 -1.4468 0.395
O -5.7212 3.8558 -0.9199 -0.627
H -11.5328 5.3295 -1.8641 0.389
H -9.8725 6.3699 -0.4212 0.390
H -7.5373 5.5568 -0.3757 0.537
H -10.8847 3.3602 -3.3248 0.467
H -8.2366 -0.7236 -3.2632 0.382
H -6.4128 -2.0035 -2.3596 0.488
H -4.5398 -0.9376 -1.3139 1.117
H -4.5553 1.5355 -0.9304 0.649
```

highest occupied orbital energy = -8.902 eV
gap between HOMO and LUMO = 7.73 eV


Entry 3:
Entry from the OMol25 dataset: a cluster of 7 separate species, C12H39N3O12 in total at a distorted geometry (wB97M-V/def2-TZVPD).

Structure (XYZ):
```
66
Properties=species:S:1:pos:R:3:nbo_charge:R:1
N 1.2113 -1.5147 -3.9815 -0.859
H 0.5219 -2.1865 -4.2875 0.447
H 1.3472 -0.7809 -4.6621 0.446
H 2.1345 -1.8877 -3.8121 0.466
H 0.7852 -1.0084 -3.2185 0.482
N 0.7590 0.1258 -0.2136 0.734
O 0.8622 0.0333 -1.4426 -0.623
O -0.3531 0.4713 0.1786 -0.584
O 1.6367 -0.1913 0.5368 -0.474
C 4.5839 -2.0230 -0.2916 -0.110
C 5.3527 -3.1932 -1.0146 -0.086
O 4.4055 -3.7752 -1.8943 -0.726
O 3.4242 -2.3497 0.4318 -0.760
H 4.4135 -1.1136 -0.8678 0.165
H 5.2314 -1.5742 0.4617 0.171
H 5.6968 -3.9453 -0.3046 0.174
H 6.2547 -2.9160 -1.5602 0.196
H 3.6108 -3.6766 -1.3648 0.466
H 3.0326 -1.5283 0.7377 0.504
C 2.1785 5.0388 1.8502 -0.070
C 1.4203 4.1357 0.7947 -0.101
O 1.3360 2.8799 1.4334 -0.739
O 1.4755 5.0810 3.0619 -0.715
H 2.3309 6.0621 1.5070 0.184
H 3.1761 4.6412 2.0367 0.163
H 2.0601 3.9969 -0.0768 0.156
H 0.4618 4.4298 0.3670 0.183
H 1.1691 2.2536 0.7252 0.467
H 1.0972 4.2140 3.2255 0.472
C -3.5325 -0.7774 -1.5220 -0.100
C -4.8478 0.0420 -1.6710 -0.081
O -5.6160 -0.3153 -0.6326 -0.684
O -2.9090 -0.6185 -0.2507 -0.798
H -2.8661 -0.4793 -2.3314 0.168
H -3.8413 -1.8214 -1.5733 0.178
H -5.4088 -0.1519 -2.5852 0.179
H -4.7143 1.1236 -1.6895 0.176
H -4.9597 -0.6295 -0.0063 0.458
H -1.9615 -0.6059 -0.4048 0.516
C -0.6494 2.8723 -1.8049 -0.100
C -1.3909 2.3353 -3.0523 -0.077
O -2.8331 2.4804 -2.9866 -0.743
O -0.7432 4.3113 -2.0603 -0.735
H 0.3732 2.5011 -1.8723 0.193
H -1.1171 2.5256 -0.8833 0.197
H -1.3420 1.2510 -3.1519 0.132
H -1.0225 2.8523 -3.9383 0.182
H -3.2318 1.8130 -3.5498 0.468
H -1.6461 4.5759 -2.2511 0.481
C -1.8095 -1.6656 4.4481 -0.611
C -1.5002 -1.3528 3.0128 -0.127
C -1.3462 -2.5576 2.1217 -0.084
O -0.3940 -3.5299 2.5364 -0.504
C 0.9265 -3.0811 2.5564 -0.269
N -2.5427 -0.4557 2.6017 -0.269
H -2.6797 -2.2246 4.7920 0.250
H -1.9548 -0.6924 4.9170 0.227
H -0.9904 -2.2947 4.7966 0.262
H -0.6413 -0.6842 3.0702 0.280
H -1.1179 -2.3044 1.0864 0.188
H -2.3229 -3.0414 2.1351 0.209
H 1.1989 -2.7976 1.5398 0.179
H 1.5929 -3.9063 2.8076 0.219
H 1.1632 -2.2190 3.1800 0.166
H -2.7460 -0.6673 1.6352 0.430
H -2.1923 0.4912 2.6255 0.416
```

net charge = +1
multiplicity = 2
highest occupied orbital energy (alpha / beta) = -11.615 / -11.615 eV
expectation value of S² = 0.754
gap between HOMO and LUMO (alpha / beta) = 7.98 / 3.92 eV


Entry 4:
Entry from the OMol25 dataset: a cluster of 2 separate species, C5H9NO3 in total at a distorted geometry (wB97M-V/def2-TZVPD).

Structure (XYZ):
```
18
Properties=species:S:1:pos:R:3:nbo_charge:R:1
C 0.1459 -1.6482 -0.7750 -0.693
C -0.9185 -1.8629 -1.7911 0.066
O 0.6278 0.2327 -3.0552 -0.735
C 1.6579 -0.4335 -3.2179 0.859
O 2.8353 -0.2154 -2.9610 -0.658
N 1.4410 -1.7907 -3.8236 -0.514
C 0.4003 -2.5677 -3.7920 0.245
C -0.8042 -2.4079 -3.0288 -0.374
H 1.1497 -1.9206 -1.1217 0.224
H 0.1774 -0.5791 -0.5091 0.284
H -0.0988 -2.2047 0.1397 0.240
H -1.9410 -1.6940 -1.4418 0.211
H 2.2332 -2.1019 -4.3814 0.425
H 0.4413 -3.4141 -4.4844 0.204
H -1.6997 -2.8003 -3.5147 0.240
O 0.4583 2.0415 -0.9866 -0.987
H 0.6517 2.9324 -1.2868 0.463
H 0.5661 1.4720 -1.7737 0.500
```

energy above the lowest of the compared OMol25 structures with the same formula, charge and spin = 48.6 kcal/mol
highest occupied orbital energy = -9.788 eV
gap between HOMO and LUMO = 8.55 eV


Computed electronic energy, in the same sequence as the records: -18859.1079; -166843.6397; -42099.4385; -12962.5969 eV.